The following is a quantum chemistry calculation of a cluster of 8 separate species, C32H80O16 in total, from OMol25.

strongest force on any atom = 3.68 eV/A
molar mass = 720.98 g/mol
Kohn-Sham gap (alpha / beta) = 8.97 / 2.75 eV
charge = +1
HOMO (alpha / beta) = -0.4164 / -0.4163 Ha
spin multiplicity = 2
DFT total energy = -67217.85118 eV

Each line ends with the Löwdin charge.
Geometry (Å):
C 0.390 5.415 6.785  -0.11
O -0.298 4.214 6.962  -0.22
C -0.241 3.307 5.867  -0.15
C -1.512 3.678 4.951  -0.14
O -1.160 4.253 3.668  -0.22
C -2.163 4.154 2.608  -0.07
H -0.146 5.999 6.037  0.09
H 1.445 5.272 6.550  0.09
H 0.261 5.932 7.736  0.09
H -0.257 2.326 6.341  0.12
H 0.731 3.331 5.374  0.12
H -2.179 4.290 5.558  0.13
H -2.025 2.741 4.733  0.09
H -1.633 4.411 1.690  0.08
H -3.022 4.802 2.779  0.10
H -2.312 3.075 2.583  0.04
C 3.196 0.709 3.243  -0.13
O 1.942 0.647 3.827  -0.15
C 0.947 0.819 2.806  -0.18
C -0.365 0.166 3.305  -0.15
O -0.275 -1.294 3.099  -0.15
C -1.508 -1.814 3.554  -0.14
H 3.808 0.370 4.079  0.10
H 3.589 1.657 2.878  0.08
H 3.340 0.054 2.384  0.08
H 1.256 0.359 1.867  0.11
H 0.757 1.877 2.621  0.12
H -1.192 0.673 2.807  0.10
H -0.488 0.277 4.382  0.12
H -1.683 -2.889 3.582  0.09
H -2.380 -1.347 3.096  0.06
H -1.752 -1.575 4.590  0.09
C 8.340 1.386 0.253  -0.07
O 6.957 1.140 0.471  -0.18
C 6.054 1.725 -0.415  -0.22
C 4.607 1.314 -0.090  -0.18
O 4.436 -0.097 0.076  -0.20
C 4.643 -0.905 -1.084  -0.07
H 8.615 1.029 -0.739  0.07
H 8.855 0.734 0.958  0.09
H 8.578 2.418 0.511  0.09
H 6.292 1.473 -1.449  0.12
H 6.094 2.814 -0.385  0.12
H 3.956 1.648 -0.899  0.10
H 4.238 1.772 0.827  0.10
H 5.618 -0.800 -1.560  0.08
H 3.880 -0.767 -1.851  0.05
H 4.586 -1.937 -0.741  0.10
C -1.455 1.672 -0.270  0.04
O -0.037 1.929 -0.220  0.07
C 0.699 1.446 -1.442  -0.05
C 0.505 -0.003 -1.711  -0.16
O -0.766 -0.233 -2.354  -0.22
C -1.077 -1.679 -2.700  0.02
H -1.729 2.028 -1.263  0.13
H -1.951 2.230 0.524  0.09
H -1.761 0.637 -0.420  0.14
H 1.695 1.704 -1.082  0.13
H 0.576 2.119 -2.291  0.17
H 0.412 -0.555 -0.776  0.15
H 1.269 -0.225 -2.456  0.13
H -2.130 -1.631 -2.979  0.09
H -0.845 -2.319 -1.849  0.09
H -0.534 -2.028 -3.578  0.08
C -4.381 1.278 -4.599  -0.09
O -4.826 1.659 -3.297  -0.21
C -4.551 0.751 -2.219  -0.19
C -5.238 1.173 -0.911  -0.14
O -4.594 2.333 -0.289  -0.21
C -4.624 3.514 -1.087  -0.10
H -5.087 0.531 -4.964  0.09
H -3.329 1.018 -4.712  0.08
H -4.575 2.130 -5.250  0.09
H -3.477 0.587 -2.130  0.09
H -4.993 -0.211 -2.475  0.12
H -5.193 0.338 -0.212  0.11
H -6.302 1.370 -1.045  0.14
H -4.050 3.500 -2.014  0.08
H -4.190 4.326 -0.503  0.08
H -5.630 3.846 -1.343  0.10
C 8.409 -1.204 -3.214  -0.11
O 7.164 -0.802 -3.826  -0.21
C 6.783 -1.760 -4.906  -0.16
C 5.331 -1.525 -5.326  -0.22
O 4.432 -2.094 -4.402  -0.17
C 3.167 -1.386 -4.376  -0.10
H 8.973 -0.400 -2.742  0.07
H 9.110 -1.659 -3.914  0.08
H 8.252 -2.015 -2.503  0.09
H 6.809 -2.775 -4.510  0.12
H 7.523 -1.718 -5.705  0.13
H 5.246 -2.065 -6.269  0.13
H 5.305 -0.438 -5.411  0.13
H 2.508 -1.756 -5.162  0.08
H 3.271 -0.313 -4.543  0.09
H 2.797 -1.672 -3.392  0.06
C 0.797 -4.549 -5.479  -0.08
O 0.326 -5.949 -5.537  -0.20
C -0.554 -6.458 -4.481  -0.18
C 0.096 -6.473 -3.118  -0.24
O -0.723 -7.272 -2.239  -0.18
C -0.207 -7.001 -0.839  -0.05
H -0.081 -3.905 -5.534  0.07
H 1.505 -4.209 -6.234  0.08
H 1.374 -4.401 -4.567  0.06
H -0.999 -7.440 -4.639  0.13
H -1.441 -5.825 -4.530  0.11
H 0.357 -5.463 -2.801  0.10
H 1.000 -7.056 -3.292  0.13
H -0.955 -7.540 -0.257  0.08
H -0.157 -5.963 -0.510  0.07
H 0.758 -7.485 -0.693  0.08
C -8.650 0.314 5.453  -0.08
O -8.057 -0.303 4.274  -0.17
C -6.960 0.489 3.930  -0.26
C -6.362 -0.182 2.662  -0.15
O -5.567 0.820 2.014  -0.19
C -4.435 1.261 2.745  -0.12
H -9.374 -0.419 5.809  0.09
H -9.091 1.256 5.130  0.09
H -8.026 0.520 6.323  0.09
H -6.166 0.593 4.669  0.12
H -7.259 1.518 3.729  0.13
H -7.107 -0.648 2.017  0.13
H -5.758 -0.963 3.123  0.12
H -3.720 1.812 2.134  0.03
H -3.848 0.414 3.101  0.07
H -4.451 2.024 3.523  0.09

The following is a quantum chemistry calculation of a cluster of 8 separate species, C32H81N2O28P2S7 in total, from OMol25.

strongest force on any atom = 1.05 eV/A
molar mass = 1228.40 g/mol
Kohn-Sham gap = 7.85 eV
charge = +1
HOMO = -0.4337 Ha
spin multiplicity = 1
DFT total energy = -189222.64133 eV

Each line ends with the Löwdin charge.
Geometry (Å):
C -0.796 -1.493 -1.876  -0.10
C -2.198 -1.255 -2.425  -0.25
C -2.251 -1.020 -3.937  -0.20
C -2.086 0.469 -4.310  -0.18
C -1.067 0.803 -5.403  -0.18
C 0.265 0.058 -5.330  -0.13
C 1.250 0.659 -6.351  -0.29
O 2.031 1.669 -5.705  -0.08
C 3.341 1.324 -5.282  -0.27
P 3.725 2.173 -3.706  0.47
O 4.970 1.617 -3.174  -0.23
O 2.437 2.041 -2.805  -0.09
O 3.818 3.736 -3.998  -0.09
C 3.622 -0.163 -5.049  -0.30
O 3.113 -0.660 -3.871  -0.10
N 4.244 -1.389 -3.076  0.12
O 3.786 -2.165 -2.395  0.20
N 3.043 -1.032 -6.163  0.18
C 2.108 -0.336 -7.125  -0.49
C 1.239 -1.402 -7.803  -0.03
P 3.110 0.393 -8.510  0.80
O 3.778 -0.682 -9.267  -0.38
H -0.870 -1.721 -0.816  0.04
H -0.175 -0.596 -1.986  0.06
H -0.301 -2.306 -2.412  0.07
H -2.821 -2.110 -2.161  0.11
H -2.641 -0.398 -1.913  0.11
H -1.519 -1.650 -4.444  0.09
H -3.228 -1.355 -4.284  0.11
H -1.876 1.053 -3.412  0.11
H -3.049 0.833 -4.668  0.11
H -0.830 1.867 -5.307  0.11
H -1.497 0.687 -6.401  0.12
H 0.712 0.206 -4.344  0.12
H 0.133 -1.016 -5.455  0.10
H 0.656 1.177 -7.109  0.15
H 4.054 1.726 -6.009  0.11
H 2.570 2.580 -2.004  0.12
H 4.291 3.963 -4.811  0.11
H 4.710 -0.290 -5.049  0.14
H 2.502 -1.760 -5.685  0.18
H 3.787 -1.515 -6.681  0.19
H 0.969 -2.195 -7.106  0.10
H 0.314 -0.958 -8.168  0.11
H 1.757 -1.858 -8.645  0.09
H 2.141 1.161 -9.174  0.05
H 4.011 1.307 -7.944  0.03
O 9.456 -2.039 -4.784  -0.27
S 9.139 -1.333 -5.986  0.56
O 10.080 -0.422 -6.552  -0.26
O 7.743 -0.588 -5.770  -0.29
C 7.645 0.290 -4.611  -0.25
C 8.384 1.597 -4.779  -0.06
C 8.614 -2.462 -7.228  -0.12
H 7.977 -0.250 -3.724  0.12
H 6.580 0.478 -4.499  0.06
H 9.460 1.447 -4.835  0.08
H 8.178 2.244 -3.927  0.06
H 8.074 2.099 -5.698  0.09
H 7.882 -3.144 -6.804  0.07
H 9.502 -3.006 -7.543  0.08
H 8.202 -1.900 -8.062  0.07
O -1.889 4.858 -3.181  -0.26
S -0.549 4.951 -2.689  0.56
O -0.226 4.423 -1.395  -0.28
O -0.051 6.442 -2.807  -0.26
C -0.879 7.480 -2.206  -0.23
C -0.788 7.507 -0.697  -0.07
C 0.576 4.212 -3.813  -0.13
H -1.905 7.353 -2.550  0.12
H -0.495 8.402 -2.636  0.12
H -1.212 6.609 -0.251  0.07
H -1.339 8.369 -0.320  0.09
H 0.251 7.583 -0.374  0.09
H 0.397 4.576 -4.822  0.09
H 0.407 3.141 -3.755  0.05
H 1.576 4.458 -3.478  0.05
O 9.157 3.457 -2.036  -0.29
S 9.577 4.510 -1.158  0.56
O 10.802 5.192 -1.424  -0.26
O 9.569 3.963 0.327  -0.26
C 10.323 2.753 0.604  -0.24
C 11.818 2.982 0.640  -0.07
C 8.287 5.690 -0.968  -0.12
H 10.046 1.991 -0.125  0.11
H 9.957 2.432 1.577  0.12
H 12.205 3.258 -0.339  0.07
H 12.314 2.065 0.959  0.08
H 12.068 3.781 1.337  0.09
H 7.360 5.167 -0.749  0.07
H 8.216 6.225 -1.912  0.08
H 8.557 6.371 -0.166  0.08
O -1.840 -2.314 1.198  -0.29
S -1.200 -3.384 1.909  0.55
O -1.190 -4.696 1.340  -0.27
O -1.764 -3.431 3.382  -0.26
C -3.203 -3.532 3.558  -0.23
C -3.743 -4.912 3.260  -0.06
C 0.443 -2.916 2.321  -0.11
H -3.683 -2.766 2.950  0.11
H -3.360 -3.273 4.602  0.12
H -3.636 -5.167 2.206  0.07
H -4.802 -4.944 3.518  0.09
H -3.214 -5.666 3.842  0.09
H 0.423 -1.923 2.763  0.08
H 1.009 -2.915 1.392  0.07
H 0.850 -3.649 3.012  0.08
O -2.947 3.101 3.557  -0.27
S -3.051 1.773 3.034  0.56
O -2.071 0.796 3.408  -0.29
O -3.144 1.852 1.452  -0.26
C -2.098 2.574 0.760  -0.24
C -0.793 1.808 0.721  -0.06
C -4.649 1.113 3.323  -0.11
H -1.976 3.558 1.214  0.12
H -2.484 2.722 -0.246  0.12
H -0.368 1.695 1.717  0.07
H -0.081 2.348 0.098  0.06
H -0.949 0.807 0.314  0.07
H -5.402 1.838 3.029  0.08
H -4.712 0.910 4.390  0.06
H -4.750 0.190 2.759  0.08
O -6.793 0.125 6.322  -0.28
S -6.142 -0.998 6.929  0.55
O -6.127 -2.255 6.243  -0.28
O -6.680 -1.184 8.400  -0.26
C -8.115 -1.310 8.593  -0.23
C -8.654 -2.661 8.183  -0.08
C -4.491 -0.565 7.360  -0.12
H -8.611 -0.491 8.069  0.11
H -8.252 -1.150 9.660  0.12
H -8.569 -2.813 7.107  0.07
H -9.706 -2.731 8.458  0.08
H -8.111 -3.459 8.682  0.07
H -4.503 0.382 7.892  0.08
H -3.932 -0.475 6.430  0.06
H -4.074 -1.358 7.974  0.08
O -9.319 -4.721 10.404  -0.28
S -10.112 -5.160 11.516  0.57
O -9.469 -5.465 12.755  -0.27
O -11.001 -6.386 11.051  -0.26
C -10.325 -7.514 10.438  -0.24
C -9.574 -8.368 11.436  -0.07
C -11.425 -4.028 11.805  -0.12
H -9.671 -7.145 9.646  0.11
H -11.127 -8.080 9.970  0.12
H -8.739 -7.829 11.878  0.07
H -9.185 -9.253 10.931  0.08
H -10.234 -8.683 12.244  0.09
H -11.922 -3.814 10.863  0.07
H -10.974 -3.128 12.217  0.08
H -12.111 -4.470 12.523  0.08